{
  "formula": "C39H38EuIN9O6S",
  "method": "ωB97M-V/def2-TZVPD",
  "species": ["C", "C", "C", "C", "H", "H", "H", "H", "H", "H", "N", "C", "H", "H", "C", "I", "C", "C", "C", "C", "H", "Eu", "H", "N", "H", "N", "H", "H", "C", "O", "H", "C", "C", "H", "C", "C", "H", "O", "H", "C", "N", "H", "H", "H", "C", "C", "H", "C", "O", "H", "C", "C", "N", "C", "C", "H", "C", "N", "H", "N", "C", "C", "C", "H", "C", "C", "H", "H", "H", "N", "C", "C", "H", "S", "C", "H", "C", "C", "H", "C", "O", "C", "N", "H", "H", "H", "O", "C", "C", "O", "H", "H", "H", "C", "H"],
  "positions_angstrom": [[2.01, 5.98, 2.44], [-6.42, -3.33, 3.98], [3.31, -2.60, 0.37], [-7.23, -2.21, 3.96], [4.05, 2.04, -1.49], [-2.66, -3.50, -1.16], [1.58, -3.84, 3.51], [-1.92, 2.63, -2.39], [-7.29, -0.15, 3.42], [-1.55, -3.36, 0.11], [1.86, 2.40, 1.27], [0.45, 5.06, -2.15], [0.51, -6.78, -2.79], [3.81, 1.86, 1.71], [-0.53, -5.11, -1.90], [-4.43, 0.86, 2.86], [2.72, 4.30, -2.27], [-0.06, 0.44, 4.24], [0.57, -1.93, 3.86], [1.82, 5.33, -2.16], [1.44, 7.65, 1.92], [0.32, 0.53, 0.02], [3.14, -2.13, -2.89], [3.13, 2.62, 1.68], [-1.32, -1.32, -4.99], [-4.47, -2.03, 3.71], [2.37, -2.34, -4.49], [-2.08, 4.39, -2.88], [1.29, -2.87, 3.07], [-0.88, 4.66, 1.30], [1.03, -2.91, 5.74], [0.87, 2.69, -2.39], [2.13, 4.59, 2.07], [0.27, -1.13, 7.17], [-5.23, -0.94, 3.58], [0.69, -1.99, 5.25], [-6.78, -4.35, 4.10], [1.42, 6.74, 1.54], [-0.54, 2.29, -4.64], [1.22, 3.57, 1.48], [2.47, -3.29, 1.19], [4.85, -3.05, -0.90], [-0.27, 1.45, 3.83], [-0.29, 5.88, -1.94], [0.25, -0.96, 6.11], [0.49, -5.73, -2.58], [3.76, 4.59, -2.41], [-1.42, -1.45, -3.91], [-0.52, 2.58, 0.54], [-1.57, -2.03, -1.05], [-6.65, -1.00, 3.69], [-0.19, 0.64, -3.29], [0.44, -1.52, -2.26], [-0.87, 1.24, -4.50], [-1.58, 3.65, -2.20], [2.14, 6.33, -1.84], [1.57, -4.99, -3.06], [0.57, 1.29, -2.48], [-1.55, -2.51, -3.71], [-1.78, 0.14, -0.79], [-0.18, 3.65, 1.13], [1.53, -3.60, -2.93], [0.20, -0.60, 3.37], [-1.90, 3.91, -1.15], [-5.04, -3.20, 3.90], [-0.59, -3.71, -1.75], [-1.91, 1.18, -4.33], [-0.43, 1.00, 6.28], [2.41, -5.51, -3.55], [4.17, -3.44, -0.27], [-0.15, 0.22, 5.59], [3.42, 1.96, -2.38], [2.98, 0.96, -2.48], [3.38, -0.88, 0.17], [-1.65, -3.10, -0.95], [-4.32, -4.05, 3.88], [3.35, 3.89, 2.15], [-0.31, -0.83, -3.08], [4.25, 4.18, 2.66], [-2.79, 0.26, -1.46], [2.50, 6.41, 3.47], [2.31, 2.98, -2.36], [1.59, -2.61, 1.84], [-0.67, 0.67, -5.44], [-1.36, -5.76, -1.61], [3.51, -3.53, -3.80], [0.06, -0.31, 2.09], [0.47, -2.96, -2.28], [2.69, -2.88, -3.53], [-3.70, 0.36, -2.23], [4.11, 2.12, -3.26], [4.33, -4.39, 0.03], [-2.37, -0.96, -3.71], [-0.06, 3.75, -2.22], [-8.32, -2.27, 4.03]],
  "lowdin_charge": [-0.529, -0.091, -0.931, -0.104, 0.064, 0.102, 0.109, 0.038, 0.089, 0.100, 0.049, -0.054, 0.088, 0.131, -0.046, 0.864, -0.085, -0.050, -0.150, -0.087, 0.150, 1.883, 0.045, 0.023, 0.085, 0.025, 0.102, 0.098, -0.130, 0.053, 0.099, -0.176, -0.028, 0.081, -0.782, -0.065, 0.098, 0.129, 0.099, -0.123, -0.076, 0.059, 0.119, 0.133, -0.142, -0.097, 0.113, -0.006, -0.218, 0.020, -0.164, -0.263, 0.140, -0.004, -0.035, 0.105, -0.052, 0.038, 0.086, -0.063, -0.624, -0.218, -0.340, 0.093, -0.162, -0.236, 0.070, 0.095, 0.111, 0.030, -0.142, -0.064, 0.036, 0.367, -0.044, 0.123, 0.007, -0.265, 0.129, -0.511, 0.092, -0.201, -0.067, 0.096, 0.109, 0.061, -0.346, -0.182, -0.065, 0.027, 0.098, 0.086, 0.071, -0.212, 0.113],
  "mol_weight_g_mol": 1039.7,
  "multiplicity": 7,
  "e_homo_ev": [-3.77, -3.77],
  "energy_ha": -3859.55357,
  "charge": -1,
  "de_lowest_ev": 0.0000,
  "s_squared": 12.011,
  "gap_ev": [5.202, 5.226],
  "e_lumo_ev": [1.44, 1.45]
}